No. 1
13
Properties=species:S:1:pos:R:3:lowdin_charge:R:1 method="wB97M-V/def2-TZVPD" total_charge=+1 max_force_ev_per_a=7.4 e_homo_ev="-14.31 / -14.31" total_energy_ha=-323.6151 smiles="C[N+](=O)C=C1C=C1" spin_multiplicity=1 de_lowest_kcal_mol=159.92
C 2.677 -0.474 0.098 0.22
C 2.236 0.745 -0.200 0.18
C 1.282 -0.222 0.081 -0.02
C -0.034 -0.720 0.212 0.00
C -2.314 0.006 0.032 0.05
N -0.889 0.191 -0.077 -0.13
O -0.492 1.531 -0.709 -0.08
H 3.449 -1.185 0.042 0.13
H 2.315 1.721 -0.654 0.15
H -0.369 -1.668 0.746 0.19
H -2.422 -1.001 0.391 0.11
H -2.861 0.353 -0.738 0.08
H -2.578 0.723 0.775 0.12

---

No. 2
92
Properties=species:S:1:pos:R:3:lowdin_charge:R:1 method="wB97M-V/def2-TZVPD" total_charge=-1 max_force_ev_per_a=2.6 e_homo_ev=-3.10 total_energy_ha=-1893.9306 spin_multiplicity=1 de_lowest_kcal_mol=120.30
C 21.548 -11.509 -18.449 -0.12
C 20.800 -11.477 -17.109 -0.63
O 19.499 -11.459 -17.179 -0.27
H 21.492 -10.570 -19.010 0.02
H 21.346 -12.373 -19.093 0.05
H 22.620 -11.649 -18.229 0.02
H 21.255 -10.599 -16.526 0.05
H 21.240 -12.336 -16.513 0.08
C 23.459 -14.521 -17.581 -0.33
O 23.022 -15.242 -16.711 0.02
N 24.687 -13.932 -17.501 -0.19
C 24.982 -12.783 -18.294 -0.12
C 25.524 -14.120 -16.339 -0.04
H 22.902 -14.249 -18.488 0.12
H 26.012 -12.659 -18.653 0.08
H 24.814 -11.895 -17.669 0.08
H 24.386 -12.678 -19.198 0.08
H 25.491 -13.258 -15.665 0.08
H 25.134 -14.962 -15.773 0.08
H 26.534 -14.302 -16.704 0.09
C 17.616 -14.796 -19.878 -0.36
O 17.307 -13.711 -19.471 0.05
N 18.851 -15.375 -19.829 -0.20
C 19.068 -16.606 -20.551 -0.09
C 19.907 -14.995 -18.933 -0.06
H 16.895 -15.429 -20.437 0.12
H 19.636 -16.412 -21.466 0.08
H 18.135 -17.132 -20.749 0.08
H 19.673 -17.288 -19.945 0.08
H 19.719 -14.050 -18.403 0.09
H 20.160 -15.773 -18.214 0.09
H 20.816 -14.653 -19.454 0.07
C 25.620 -7.744 -18.348 -0.34
O 25.381 -6.625 -17.937 0.00
N 25.168 -8.270 -19.506 -0.19
C 25.397 -9.640 -19.822 -0.08
C 24.413 -7.441 -20.450 -0.02
H 26.252 -8.467 -17.801 0.13
H 25.577 -9.721 -20.913 0.09
H 24.541 -10.318 -19.750 0.07
H 26.347 -10.014 -19.447 0.09
H 24.137 -6.557 -19.883 0.07
H 25.130 -7.139 -21.212 0.10
H 23.539 -8.015 -20.745 0.08
C 17.876 -10.180 -14.532 -0.35
O 17.102 -10.928 -15.072 0.03
N 17.504 -9.138 -13.738 -0.20
C 18.427 -8.301 -13.013 -0.09
C 16.103 -8.837 -13.598 -0.08
H 18.967 -10.361 -14.535 0.13
H 18.313 -8.500 -11.939 0.08
H 18.318 -7.247 -13.252 0.08
H 19.452 -8.588 -13.248 0.07
H 15.708 -8.233 -14.427 0.09
H 15.464 -9.721 -13.582 0.08
H 15.908 -8.278 -12.680 0.08
C 20.358 -7.333 -16.223 -0.31
O 20.049 -6.829 -15.148 -0.02
N 20.933 -6.644 -17.228 -0.19
C 21.321 -7.285 -18.471 -0.04
C 21.067 -5.203 -17.188 -0.04
H 20.189 -8.406 -16.404 0.14
H 22.176 -6.708 -18.831 0.07
H 20.545 -7.193 -19.234 0.08
H 21.653 -8.299 -18.259 0.08
H 20.538 -4.723 -18.018 0.09
H 20.655 -4.866 -16.241 0.08
H 22.121 -4.947 -17.327 0.09
C 20.711 -7.376 -22.566 -0.35
O 20.785 -6.501 -23.398 0.02
N 21.338 -8.576 -22.604 -0.20
C 21.017 -9.607 -21.632 -0.07
C 21.976 -9.047 -23.799 -0.06
H 20.147 -7.274 -21.621 0.13
H 21.946 -10.047 -21.257 0.07
H 20.439 -10.424 -22.073 0.10
H 20.496 -9.259 -20.741 0.08
H 22.322 -8.155 -24.333 0.09
H 22.909 -9.586 -23.625 0.09
H 21.300 -9.639 -24.417 0.09
C 25.651 -8.709 -14.817 -0.35
O 26.795 -9.054 -14.577 -0.01
N 24.559 -9.470 -14.584 -0.19
C 23.226 -8.980 -14.820 -0.06
C 24.642 -10.741 -13.912 -0.05
H 25.377 -7.761 -15.308 0.13
H 22.700 -8.636 -13.928 0.09
H 22.624 -9.763 -15.295 0.06
H 23.243 -8.192 -15.578 0.08
H 24.019 -10.689 -13.009 0.09
H 24.256 -11.594 -14.474 0.08
H 25.659 -10.938 -13.582 0.08

---

No. 3
33
Properties=species:S:1:pos:R:3:lowdin_charge:R:1 method="wB97M-V/def2-TZVPD" total_charge=+1 max_force_ev_per_a=4.3 e_homo_ev=-12.74 total_energy_ha=-672.9411 spin_multiplicity=1 de_lowest_kcal_mol=77.51
C 3.921 -0.055 0.032 -0.07
C 3.258 -0.330 1.194 -0.08
C 3.287 0.467 -1.066 -0.05
C 1.911 -0.395 1.198 -0.02
C 1.877 0.653 -1.081 0.01
C 1.185 0.127 0.058 -0.15
C -1.198 -2.573 -0.667 -0.14
C -0.594 -2.265 0.786 -0.06
C -0.282 0.113 0.209 -0.08
C -0.334 2.637 0.714 -0.01
C -2.460 1.323 0.580 -0.03
C -1.019 1.428 0.050 -0.57
N -0.580 -1.626 -1.584 0.09
O -0.871 -0.860 0.875 -0.01
O -1.092 1.520 -1.359 0.00
H 4.990 -0.005 0.241 0.12
H 3.778 -0.718 2.097 0.14
H 3.696 0.564 -2.104 0.13
H 1.280 -0.620 2.052 0.13
H 1.505 1.001 -2.046 0.12
H -0.856 -3.631 -0.885 0.15
H -2.215 -2.531 -0.550 0.09
H -1.374 -2.770 1.426 0.16
H 0.428 -2.487 0.834 0.10
H 0.775 2.713 0.643 0.09
H -0.589 2.856 1.845 0.14
H -0.615 3.589 0.156 0.12
H -2.859 2.360 0.368 0.10
H -3.133 0.680 -0.130 0.12
H -2.560 0.931 1.717 0.15
H 0.193 -2.005 -2.013 0.08
H -1.074 -1.058 -2.218 0.09
H -1.900 2.028 -1.553 0.12

---

No. 4
86
Properties=species:S:1:pos:R:3:lowdin_charge:R:1 method="wB97M-V/def2-TZVPD" max_force_ev_per_a=2.2 e_homo_ev="-8.05 / -8.05" total_energy_ha=-4435.2651 spin_multiplicity=6
C 4.455 1.482 0.666 -0.05
C 3.225 1.928 1.397 -0.24
H 5.330 2.110 0.901 0.08
H 4.277 1.509 -0.425 0.02
H 4.675 0.432 0.928 0.09
C 3.119 3.131 1.974 -0.11
C 4.134 4.213 1.865 -0.10
H 2.271 3.347 2.627 0.11
H 4.815 4.069 1.020 0.06
H 4.745 4.254 2.774 0.08
H 3.654 5.191 1.746 0.07
Fe 1.695 -0.347 -1.266 0.33
Cl 2.551 -2.198 -0.232 0.09
Cl 0.488 -0.543 -3.217 0.12
H -3.642 -3.347 -2.301 0.09
H -2.142 -5.299 -2.413 0.09
C -2.804 -2.643 -2.376 -0.03
C -1.310 -4.613 -2.622 -0.05
N -1.575 -3.324 -2.005 -0.19
H -2.956 -1.791 -1.706 0.08
C -0.664 -2.747 -1.201 -0.39
O -0.810 -1.676 -0.594 -0.07
H -0.383 -5.019 -2.201 0.09
H 0.277 -3.327 -1.136 0.08
H -2.760 -2.285 -3.416 0.09
H -1.201 -4.519 -3.713 0.09
H 2.250 3.114 -1.153 0.08
H 1.066 4.639 0.885 0.07
C 1.373 3.446 -1.735 -0.05
C 0.420 4.879 0.024 -0.05
N 0.275 3.718 -0.835 -0.20
H 1.068 2.671 -2.448 0.08
C -0.918 3.062 -0.891 -0.34
O -1.238 2.205 -1.710 -0.01
H -0.578 5.170 0.383 0.09
H -1.593 3.421 -0.087 0.13
H 1.654 4.381 -2.247 0.09
H 0.885 5.706 -0.535 0.09
O 1.577 0.953 0.059 -0.26
C 2.068 0.942 1.361 -0.36
C -0.018 2.169 2.222 -0.06
C 1.011 1.250 2.419 -0.18
H -0.217 2.534 1.214 0.08
C -0.790 2.626 3.303 -0.07
H 2.514 -0.036 1.605 0.10
C 1.202 0.709 3.696 -0.04
H -1.573 3.369 3.139 0.10
C -0.550 2.119 4.585 -0.10
C 0.453 1.161 4.785 -0.09
H 1.994 -0.037 3.823 0.12
H -1.123 2.481 5.440 0.10
H 0.656 0.761 5.787 0.10
Si 3.426 -1.456 -4.197 0.31
Cl 3.654 0.103 -2.531 0.33
C 2.686 -0.626 -5.673 -0.24
C 2.719 -3.061 -3.541 -0.24
C 5.181 -1.897 -4.755 -0.22
H 2.177 0.295 -5.378 0.01
H 1.967 -1.266 -6.198 0.04
H 3.507 -0.394 -6.368 0.03
H 5.638 -1.079 -5.331 0.03
H 5.145 -2.779 -5.415 0.05
H 5.808 -2.138 -3.887 0.03
H 2.078 -2.917 -2.667 -0.08
H 3.585 -3.656 -3.226 0.04
H 2.148 -3.627 -4.289 0.05
C -1.366 -2.152 2.725 -0.05
N -2.668 -1.879 2.178 -0.13
C -3.761 -2.763 2.499 -0.07
C -2.706 -0.693 1.499 -0.49
O -1.684 0.002 1.499 0.03
N -3.815 -0.275 0.785 -0.14
C -5.174 -0.439 1.224 -0.08
C -3.601 0.950 0.052 -0.06
H -1.374 -3.097 3.269 0.08
H -1.062 -1.335 3.389 0.09
H -0.651 -2.205 1.897 0.08
H -4.520 -2.244 3.105 0.08
H -4.249 -3.154 1.594 0.09
H -3.372 -3.607 3.083 0.08
H -5.401 0.151 2.125 0.10
H -5.801 -0.089 0.403 0.08
H -5.389 -1.487 1.409 0.05
H -3.371 1.779 0.737 0.09
H -2.771 0.852 -0.655 0.07
H -4.524 1.172 -0.491 0.09

---

No. 5
57
Properties=species:S:1:pos:R:3:lowdin_charge:R:1 method="wB97M-V/def2-TZVPD" max_force_ev_per_a=1.1 e_homo_ev=-9.11 total_energy_ha=-1605.8068 smiles="CCCCn1ccnc1C(=O)c1cccc(S(=O)(=O)N2C[C@H](C)C[C@H](C)C2)c1" spin_multiplicity=1 de_lowest_kcal_mol=43.98
C 6.508 1.622 -0.578 -0.11
C 4.998 1.665 -0.370 -0.26
C 4.217 1.008 -1.507 -0.18
H 3.156 1.239 -1.405 0.10
C 4.365 -0.516 -1.567 -0.13
N 3.866 -1.148 -0.373 -0.02
C 4.629 -1.519 0.679 -0.05
C 3.773 -2.039 1.623 -0.12
N 2.515 -1.994 1.165 0.10
C 2.569 -1.455 -0.045 -0.21
C 1.437 -1.203 -0.930 -0.26
O 1.567 -0.544 -1.951 0.08
C 0.104 -1.751 -0.559 -0.11
C -0.997 -1.228 -1.242 -0.01
C -2.264 -1.681 -0.952 -0.25
C -2.471 -2.677 -0.016 -0.06
C -1.381 -3.215 0.650 -0.04
C -0.102 -2.753 0.389 0.00
H 0.743 -3.158 0.920 0.09
H -1.529 -3.999 1.378 0.11
H -3.478 -3.022 0.162 0.12
S -3.682 -0.931 -1.769 0.67
O -4.777 -1.852 -1.673 -0.28
O -3.265 -0.470 -3.058 -0.27
N -4.097 0.407 -0.886 -0.22
C -4.759 0.211 0.379 -0.16
H -5.272 -0.748 0.317 0.12
C -3.790 0.256 1.567 -0.36
C -4.553 0.132 2.882 -0.06
H -5.113 -0.800 2.910 0.08
H -3.865 0.147 3.723 0.08
H -5.253 0.957 2.996 0.08
C -2.992 1.561 1.503 -0.14
C -2.246 1.670 0.172 -0.36
C -1.456 2.971 0.077 -0.06
H -2.122 3.829 0.145 0.08
H -0.923 3.023 -0.869 0.08
H -0.730 3.035 0.885 0.08
C -3.259 1.575 -0.976 -0.16
H -2.762 1.528 -1.945 0.12
H -3.907 2.460 -0.960 0.14
H -1.548 0.829 0.098 0.12
H -2.281 1.600 2.331 0.12
H -3.676 2.408 1.606 0.13
H -3.090 -0.583 1.482 0.13
H -5.512 1.001 0.496 0.14
H -0.853 -0.478 -2.004 0.13
H 3.998 -2.435 2.592 0.10
H 5.694 -1.405 0.684 0.12
H 5.414 -0.797 -1.683 0.12
H 3.797 -0.888 -2.422 0.12
H 4.554 1.414 -2.463 0.12
H 4.685 2.708 -0.299 0.11
H 4.744 1.185 0.579 0.10
H 6.775 2.095 -1.521 0.07
H 6.882 0.601 -0.592 0.06
H 7.014 2.152 0.225 0.07

---

No. 6
16
Properties=species:S:1:pos:R:3:lowdin_charge:R:1 method="wB97M-V/def2-TZVPD" total_charge=+1 max_force_ev_per_a=5.2 e_homo_ev=-15.37 total_energy_ha=-502.3901 smiles=CC#[N+][SiH](C)C spin_multiplicity=1 de_lowest_kcal_mol=8.07
C -0.301 0.198 1.834 -0.09
C -0.430 0.632 3.145 -0.03
C -1.134 0.541 -2.063 -0.24
C 1.738 -0.756 -1.259 -0.21
N -0.064 -0.121 0.736 0.16
Si -0.126 -0.692 -1.167 0.66
H -0.466 1.729 3.215 0.12
H -1.302 0.265 3.773 0.13
H 0.375 0.140 3.887 0.18
H -1.623 1.412 -1.436 0.08
H -0.456 1.039 -2.897 0.08
H -1.967 0.105 -2.705 0.05
H 2.220 0.143 -1.695 0.05
H 1.995 -1.061 -0.268 0.01
H 2.155 -1.539 -1.954 0.06
H -0.613 -2.035 -1.145 -0.01

---

No. 7
9
Properties=species:S:1:pos:R:3:lowdin_charge:R:1 method="wB97M-V/def2-TZVPD" total_charge=-1 max_force_ev_per_a=4.6 e_homo_ev=-4.36 total_energy_ha=-1096.1000 spin_multiplicity=1 de_lowest_kcal_mol=0.00
C -0.089 -0.007 1.389 -0.72
C -0.002 1.571 -0.380 -0.38
C -0.048 -1.333 -1.475 -1.06
N -0.742 -0.428 -1.558 0.01
N 0.162 1.142 0.723 0.05
O -0.025 2.427 -1.164 0.15
S 0.917 -2.652 -1.304 0.34
S 0.350 -0.011 2.929 0.62
H -0.524 -0.708 0.839 -0.02

---

No. 8
11
Properties=species:S:1:pos:R:3:lowdin_charge:R:1 method="wB97M-V/def2-TZVPD" max_force_ev_per_a=4.3 e_homo_ev=-9.25 total_energy_ha=-591.2542 spin_multiplicity=1 de_lowest_kcal_mol=49.47
C 0.232 0.511 0.024 -0.52
C -1.209 0.175 -0.285 -0.27
C 0.145 -0.788 0.747 -0.27
H 2.519 0.597 -0.887 -0.13
H 0.540 1.497 0.478 0.11
H -1.868 0.757 0.410 0.14
H -1.575 0.202 -1.279 0.11
H 0.113 -0.688 1.817 0.12
H 0.807 -1.653 0.421 0.14
O -1.019 -1.108 0.121 -0.09
S 1.315 0.497 -1.568 0.66